Entry from the Open Molecules 2025 dataset: a cluster of 5 separate species, C7H17NO4 in total at a distorted geometry (the ωB97M-V functional and the def2-TZVPD basis).

Element x y z (Å)
C1 -0.08 0.84 2.79
C2 -0.45 -0.47 2.68
N1 -0.63 -0.74 1.33
C3 -0.33 0.38 0.61
C4 -0.05 1.41 1.47
C5 0.11 2.86 1.34
C6 0.54 3.57 0.29
C7 -0.46 0.48 -0.86
H1 0.06 1.47 3.65
H2 -0.50 -1.22 3.44
H3 -1.03 -1.61 1.03
H4 -0.08 3.33 2.30
H5 0.83 3.05 -0.61
H6 0.67 4.63 0.41
H7 -0.64 -0.46 -1.40
H8 0.52 0.77 -1.28
H9 -1.09 1.22 -1.37
H10 -3.51 -0.86 1.04
H11 -3.26 -2.01 2.09
O1 -3.62 -1.79 1.24
H12 3.07 0.53 -2.16
H13 4.36 -0.16 -1.86
O2 3.78 0.11 -2.58
H14 1.06 -1.97 -4.14
H15 0.73 -0.72 -3.39
O3 0.48 -1.21 -4.17
H16 1.06 -3.05 -1.14
H17 -0.31 -3.83 -0.86
O4 0.13 -3.16 -1.29

Multiplicity: 1
Frontier orbital gap (Eh): 0.3039
SMILES: C=Cc1cc[nH]c1C.O.O.O.O
ΔE to the lowest compared entry with this formula, charge and spin (eV): 0.995
M (u): 179.22
Calculated total energy (eV): -17213.455

Partial atomic charges computed with the Mulliken method, in multiples of e:
1 C -0.826
2 C -0.748
3 N 0.086
4 C 0.102
5 C 1.045
6 C -0.202
7 C -0.882
8 C -1.104
9 H 0.422
10 H 0.421
11 H 0.289
12 H 0.223
13 H 0.192
14 H 0.291
15 H 0.413
16 H -0.054
17 H 0.358
18 H 0.321
19 H 0.312
20 O -0.654
21 H 0.309
22 H 0.313
23 O -0.629
24 H 0.305
25 H 0.288
26 O -0.598
27 H 0.314
28 H 0.265
29 O -0.573